[1]
Below is a structure of composition C14H19AuN2O11P2 at a distorted geometry, with properties calculated with the ωB97M-V functional and the def2-TZVPD basis.

Each line ends with the Löwdin charge.
Atoms and positions in Å:
1 Au -0.147207 -0.015264 0.938862  0.89
2 N 3.239032 0.886124 -1.563473  0.16
3 C 1.888459 0.203048 -1.667523  -0.46
4 C 1.787054 -0.219862 -3.149727  -0.08
5 P 0.635686 1.558310 -1.531141  0.51
6 O -0.645546 0.963803 -2.184957  -0.10
7 O 1.308315 2.683652 -2.198141  -0.23
8 O 2.094063 1.491993 0.882435  -0.27
9 P 2.149981 -1.376827 -0.667353  0.32
10 O 1.047112 -2.342232 -1.266509  -0.11
11 O 3.510915 -1.750181 -1.124383  -0.28
12 O 1.918154 -1.126377 0.811393  -0.37
13 H 3.253373 1.699796 -2.183956  0.15
14 H 3.925365 0.157297 -1.804295  0.14
15 H 3.445308 1.186746 -0.601890  0.13
16 H 1.803181 0.647538 -3.810579  0.09
17 H 0.875941 -0.778178 -3.326671  0.09
18 H 2.626945 -0.878108 -3.376465  0.09
19 H -1.089153 0.176281 -1.751446  0.06
20 H 0.131017 -2.137380 -1.019533  0.04
21 C 1.481752 2.736450 2.880145  0.01
22 C 1.814460 2.794377 1.400500  -0.48
23 C 2.941958 3.762010 1.086141  0.02
24 O 3.204799 0.864097 1.543430  -0.01
25 C 0.536048 3.177989 0.628564  -0.41
26 O -0.019662 4.212520 0.756791  0.21
27 O -0.022340 2.175200 -0.156670  -0.15
28 H 2.377342 2.496565 3.449376  0.10
29 H 0.723462 1.973766 3.073591  0.09
30 H 1.100045 3.704502 3.198529  0.10
31 H 3.837397 3.473350 1.635065  0.10
32 H 2.646531 4.764853 1.389283  0.10
33 H 3.149256 3.772259 0.014670  0.09
34 H 2.815017 -0.077514 1.520816  0.06
35 O -1.665665 -1.368725 -1.251160  -0.02
36 C -2.261597 -1.604252 -0.186872  -0.43
37 N -1.870610 -1.165645 1.025797  0.00
38 C -2.750470 -1.625337 2.012025  -0.42
39 O -2.677399 -1.387749 3.187063  0.11
40 C -3.792606 -2.454222 1.310439  -0.09
41 C -4.881351 -3.135871 1.799975  0.01
42 C -5.672861 -3.819254 0.875096  -0.06
43 C -5.366337 -3.805916 -0.482725  -0.06
44 C -4.258244 -3.108843 -0.962267  0.00
45 C -3.488906 -2.440025 -0.037048  -0.09
46 H -5.108857 -3.139118 2.857461  0.12
47 H -6.539274 -4.369397 1.217123  0.11
48 H -5.999245 -4.345362 -1.174511  0.11
49 H -4.010649 -3.090863 -2.015276  0.12

Forces on the atoms, in the same order (eV/Å):
Au -0.2 -0.7 1.0
N 0.1 -0.1 0.1
C 0.2 0.0 0.2
C 0.0 -0.1 0.0
P -0.3 0.7 -0.5
O -0.1 -0.1 0.2
O 0.1 0.1 -0.2
O 0.0 0.0 -0.1
P 0.3 -0.2 -0.1
O 0.2 -0.1 0.1
O -0.2 0.0 0.1
O -0.2 -0.3 -0.3
H -0.1 0.0 0.0
H 0.0 0.0 0.0
H -0.2 -0.1 -0.1
H 0.0 0.0 0.0
H -0.1 0.0 0.0
H 0.0 0.0 0.0
H 0.2 0.0 -0.1
H -0.2 0.1 0.0
C 0.0 0.0 0.1
C -0.1 -0.1 -0.1
C -0.1 0.0 -0.1
O -0.1 0.2 0.2
C 0.4 0.1 0.2
O 0.0 0.0 0.0
O 0.3 -0.3 -0.1
H 0.0 0.0 0.0
H 0.0 0.0 0.0
H 0.0 0.0 0.0
H 0.0 0.0 0.0
H 0.0 0.0 0.0
H 0.0 0.0 0.0
H 0.3 0.4 -0.2
O 0.0 0.1 -0.1
C -0.2 -0.2 0.2
N -0.2 0.1 -0.6
C -0.1 0.0 0.1
O 0.0 0.0 0.0
C 0.1 0.1 0.1
C -0.1 -0.1 0.0
C 0.1 0.0 0.0
C 0.0 0.0 0.1
C 0.0 0.0 -0.1
C 0.1 0.1 -0.1
H 0.0 0.0 0.0
H 0.0 0.0 0.0
H 0.0 0.0 0.0
H 0.0 0.0 0.0

The net charge is 0. As for the HOMO energy: -9.357 eV. Its frontier orbital gap is 9.04 eV. For the energy above the lowest of the compared OMol25 structures with the same formula, charge and spin, the calculation gives 90.86 kcal per mole. Its total energy is -62602.33889 eV. The molar mass comes out at 650.22 g/mol.

---

[2]
Below is a structure of composition C14H19BaClN2 at a distorted geometry, with properties calculated with the ωB97M-V functional and the def2-TZVPD basis.

Each line ends with the Löwdin charge.
Atoms and positions in Å:
1 C -3.046969 -1.522736 1.437070  -0.41
2 C -1.874402 1.828949 -2.092371  -0.33
3 H -2.838454 -2.562067 1.136589  -0.06
4 H -4.098512 -1.308977 1.112427  -0.05
5 H -3.015783 -1.480616 2.528802  -0.05
6 H -1.361423 1.298799 -2.914293  -0.01
7 H -2.975240 1.745305 -2.255453  -0.04
8 H -1.579746 2.885101 -2.107478  -0.01
9 C -0.122853 -2.861286 0.071675  -0.17
10 C 0.889484 -3.828922 0.076263  -0.05
11 C 2.160704 -3.464928 -0.368325  -0.05
12 C 2.380215 -2.141437 -0.741029  -0.01
13 H -1.130081 -3.097227 0.426833  0.08
14 H 0.653882 -4.833898 0.413687  0.11
15 H 2.971834 -4.188963 -0.416094  0.11
16 H 3.365636 -1.796298 -1.047231  0.10
17 N 0.081617 -1.601069 -0.334491  -0.01
18 C 1.324124 -1.212901 -0.713901  -0.21
19 C 1.544382 0.219038 -1.065732  -0.20
20 N 0.598570 1.106211 -0.682940  0.03
21 C 0.778331 2.406050 -0.957437  -0.15
22 C 2.846182 1.988985 -2.103994  -0.05
23 C 1.858067 2.892441 -1.710712  -0.04
24 H -0.003520 3.081034 -0.598440  0.09
25 H 1.872656 3.947534 -1.967863  0.11
26 C 2.698352 0.645114 -1.760926  -0.01
27 H 3.454299 -0.092205 -2.010260  0.10
28 H 3.711049 2.317581 -2.675326  0.11
29 Ba -2.165172 0.194558 -0.177092  1.69
30 C -1.634814 2.407128 1.645642  -0.36
31 H -1.900996 3.280092 1.035030  -0.10
32 H -0.554087 2.325311 1.833442  -0.10
33 H -2.220783 2.295828 2.568649  -0.10
34 Cl 0.116513 -1.307683 2.988532  0.61
35 C -0.771186 -0.074667 3.638467  -0.55
36 H -1.798601 -0.315270 3.908271  0.00
37 H -0.213289 0.826094 3.880023  0.01

Forces on the atoms, in the same order (eV/Å):
C -1.4 -1.2 0.5
C -0.9 0.9 -2.2
H -0.1 0.2 0.0
H 0.5 -0.1 0.2
H 0.1 0.2 -0.1
H 0.0 -0.1 0.5
H 0.5 0.2 0.1
H -0.1 -0.4 0.4
C 0.6 0.0 -0.2
C -0.2 0.3 -0.1
C -0.4 0.2 0.1
C -0.2 0.4 -0.1
H 0.5 0.1 -0.2
H 0.1 0.1 -0.1
H -0.2 0.2 0.1
H -0.2 -0.3 0.1
N 0.5 0.1 -0.1
C -0.3 -1.1 0.4
C 0.1 1.2 -0.3
N 0.7 -0.3 -0.1
C 0.3 -0.2 -0.3
C -0.4 -0.1 0.2
C -0.3 -0.5 0.4
H 0.3 -0.3 0.0
H 0.2 -0.2 0.1
C -0.5 -0.2 0.4
H -0.1 0.3 -0.2
H -0.1 -0.1 0.1
Ba 1.0 0.8 0.9
C -0.2 -1.0 -0.6
H 0.1 0.1 0.4
H -0.2 0.3 0.0
H 0.2 0.4 -0.2
Cl 0.8 -1.1 -0.5
C -0.7 0.9 0.7
H 0.5 0.4 0.0
H -0.5 -0.2 0.0

The net charge is 0. As for the HOMO energy (spin up / spin down): -5.525 / -5.504 eV. Its frontier orbital gap (spin up / spin down) is 4.31 / 5.18 eV. For the energy above the lowest of the compared OMol25 structures with the same formula, charge and spin, the calculation gives 101.71 kcal per mole. Its total energy is -31015.09381 eV. The molar mass comes out at 388.10 g/mol.

---

What is the formula in the second record?
C14H19BaClN2

---

What is the molar mass in the second record?
388.10 g/mol